(1)
{
  "formula": "C3H6N2OS2",
  "method": "the ωB97M-V functional and the def2-TZVPD basis",
  "charge": 0,
  "s_squared": 2.01,
  "energy_ev": -29902.5240,
  "de_lowest_kcal_mol": 4.22,
  "multiplicity": 3,
  "elements": ["C", "C", "C", "N", "N", "O", "S", "S", "H", "H", "H", "H", "H", "H"],
  "xyz": [[1.039, 1.453, 1.143], [0.263, 2.511, 0.652], [-0.133, -2.543, -0.274], [1.640, 0.512, 1.432], [-0.574, -1.204, -0.639], [-0.384, 0.771, -2.128], [-1.729, -0.556, 0.261], [0.253, -0.519, -1.841], [0.419, 2.850, -0.306], [0.391, 3.451, 1.261], [-0.714, 2.252, 0.884], [0.230, -2.593, 0.802], [-0.979, -3.280, -0.089], [0.278, -3.105, -1.159]],
  "nbo_charge": [0.3033, -0.7348, -0.4835, -0.3518, -0.8313, -0.8087, 0.2588, 1.1636, 0.2659, 0.2494, 0.2635, 0.2475, 0.2260, 0.2321]
}



(2)
{
  "formula": "C4H11N2O",
  "method": "the ωB97M-V functional and the def2-TZVPD basis",
  "charge": 1,
  "energy_ev": -9345.0432,
  "de_lowest_kcal_mol": 87.95,
  "multiplicity": 1,
  "elements": ["C", "C", "C", "C", "N", "N", "O", "H", "H", "H", "H", "H", "H", "H", "H", "H", "H", "H"],
  "xyz": [[-0.520, 0.997, 0.792], [0.562, 0.170, 0.041], [-0.172, -1.112, -0.470], [1.749, -0.057, 1.027], [-1.684, 1.028, -0.210], [0.151, -1.502, -1.673], [-1.891, -0.374, -0.599], [-0.770, 0.432, 1.625], [-0.184, 1.972, 1.245], [0.889, 0.759, -0.788], [-0.567, -1.751, 0.314], [1.450, -0.414, 2.000], [2.328, 0.801, 1.233], [2.364, -0.774, 0.584], [-2.565, 1.423, 0.261], [0.507, -0.783, -2.322], [-1.321, 1.518, -1.017], [-0.327, -2.334, -2.041]],
  "nbo_charge": [-0.2310, -0.2709, 0.2903, -0.6032, -0.2635, -0.7362, -0.5104, 0.2235, 0.2513, 0.2079, 0.2428, 0.2240, 0.2393, 0.2321, 0.4492, 0.4126, 0.4125, 0.4295]
}